Density functional theory data (ωB97M-V/def2-TZVPD) for a structure of composition C33H40IN4OPTi.

Last column: Mulliken charge in e.
CARTESIAN COORDINATES (ANGSTROEM)
1 Ti -0.04519 1.87385 -0.20768  -0.9239
2 C 0.81582 0.81805 2.50430  -0.1803
3 C 0.80320 2.33070 2.76525  -0.8848
4 N 0.06135 3.05610 1.70857  0.6063
5 C -1.22885 3.62982 2.16903  -0.5774
6 C -2.32246 3.44872 1.12878  -0.7525
7 N -2.20534 2.12848 0.48175  0.1164
8 C -2.67839 0.98938 1.27675  -1.0069
9 C -1.57830 0.46845 2.19266  -0.6709
10 N -0.24602 0.47301 1.53712  1.1289
11 H 1.76265 0.50564 2.07217  -0.1633
12 H 0.67833 0.25747 3.43443  0.7914
13 H 0.36717 2.55839 3.73949  0.4193
14 H 1.82300 2.71882 2.78026  0.2094
15 H 0.66297 3.88240 1.49961  -0.7697
16 H -1.51745 3.15972 3.10896  0.3517
17 H -1.09394 4.69455 2.37456  0.4205
18 H -3.30411 3.56128 1.60186  0.5045
19 H -2.23584 4.20853 0.35468  0.2435
20 H -2.71616 2.16358 -0.39532  0.3305
21 H -3.55506 1.25930 1.87590  0.4873
22 H -2.96612 0.20052 0.58590  0.3018
23 H -1.50560 1.08238 3.08874  0.5249
24 H -1.82476 -0.54390 2.52181  0.5318
25 H -0.04544 -0.46820 1.20887  -1.0622
26 C -3.23409 -5.79089 -2.32222  -0.4565
27 C -2.04534 -5.87742 -1.61362  -0.9009
28 C -1.51772 -4.75199 -0.99420  0.1198
29 C -2.18036 -3.52985 -1.07094  0.0014
30 C -3.38273 -3.45693 -1.77484  -0.2639
31 C -3.90229 -4.57624 -2.40518  -0.7259
32 P -1.58322 -1.99210 -0.28282  0.1122
33 C -0.25097 -2.62679 0.80772  -0.6643
34 C -0.62237 -3.08776 2.07486  -0.3764
35 C 0.33582 -3.50043 2.98597  -0.8584
36 C 1.68450 -3.43336 2.65387  -0.5984
37 C 2.06662 -2.97703 1.40195  -0.6517
38 C 1.10231 -2.58430 0.47980  0.9203
39 C -0.67154 -1.13213 -1.63730  1.6011
40 C -0.32617 -1.87882 -2.76283  -0.0503
41 C 0.25075 -1.28985 -3.87819  -0.9788
42 C 0.45290 0.07412 -3.88306  -0.9989
43 C 0.11751 0.82268 -2.75929  -0.2547
44 C -0.42252 0.26424 -1.58922  0.1252
45 H -3.64232 -6.66856 -2.80636  0.3780
46 H -1.52202 -6.82250 -1.54475  0.4125
47 H -0.58510 -4.82859 -0.44895  0.4317
48 H -3.91406 -2.51322 -1.82960  0.3737
49 H -4.83365 -4.50439 -2.95178  0.4008
50 H -1.67319 -3.12346 2.34398  0.4788
51 H 0.03342 -3.86343 3.96010  0.4075
52 H 2.43448 -3.73702 3.37298  0.4147
53 H 3.11298 -2.91014 1.13530  0.4689
54 H 1.41077 -2.22443 -0.49309  0.4047
55 H -0.51799 -2.94386 -2.78019  0.4256
56 H 0.51631 -1.89461 -4.73594  0.4152
57 H 0.86991 0.56749 -4.75233  0.4435
58 H 0.29600 1.88953 -2.82255  0.2798
59 C 2.06019 1.88313 -0.24519  -0.5135
60 C 3.03342 0.76415 -0.11102  0.1961
61 C 3.11190 -0.25647 -1.06417  -0.2422
62 C 4.06943 -1.25433 -0.97038  -0.5970
63 C 4.97233 -1.26699 0.08567  -0.6244
64 C 4.90323 -0.26680 1.04516  -0.6908
65 C 3.94911 0.73588 0.94448  -0.0766
66 H 2.05524 2.20969 -1.29683  0.6497
67 H 2.38311 2.76255 0.32259  0.2562
68 H 2.42284 -0.25462 -1.90127  0.3597
69 H 4.11810 -2.02167 -1.73407  0.3508
70 H 5.72820 -2.03923 0.15183  0.4068
71 H 5.61076 -0.25133 1.86502  0.4236
72 H 3.93738 1.54293 1.66986  0.4426
73 N -0.58918 5.57673 -0.91981  -0.2424
74 C -0.94059 4.47110 -1.65819  0.4595
75 O -0.38433 3.33323 -1.19281  -0.1223
76 C -1.80564 4.42516 -2.68194  -1.3687
77 I 2.34540 5.53415 1.23448  -0.5977
78 H 0.31878 5.53790 -0.45501  -0.1151
79 H -0.78205 6.46660 -1.34889  0.2383
80 H -2.25264 5.33000 -3.06547  0.3190
81 H -2.02706 3.48326 -3.15981  0.2757

E_LUMO: -0.33 eV
net charge: 0
energy relative to the best compared isomer or geometry (same formula, charge and spin): 5.99 kJ/mol